# 1
Here is a molecular structure, C50H36I4N6OPb at a distorted geometry from the OMol25 dataset. Energies are from ωB97M-V with the def2-TZVPD basis set.

```
98
C50H36I4N6OPb (ωB97M-V with the def2-TZVPD basis set)
Pb 0.0418 0.0130 -2.4355
I 6.8886 -6.9597 -0.8661
C 5.4406 -5.4801 -0.9529
C 4.6457 -5.3545 -2.0852
C 3.6688 -4.3716 -2.1360
C 3.5068 -3.4910 -1.0681
C 4.3134 -3.6173 0.0628
C 5.2671 -4.6182 0.1263
C 2.4631 -2.4438 -1.1493
C 2.9093 -1.0587 -1.1200
C 4.2711 -0.6527 -0.8669
C 4.2773 0.6985 -0.8682
C 2.9202 1.1173 -1.1337
C 2.4921 2.4253 -1.1164
C 3.5342 3.4756 -1.0036
C 4.4052 3.6940 -2.0677
C 5.3765 4.6805 -1.9793
C 5.4937 5.4321 -0.8172
I 6.9559 6.8947 -0.6757
C 4.6355 5.2061 0.2548
C 3.6493 4.2391 0.1565
C 1.1137 2.8839 -1.1480
N 0.0548 2.0938 -1.2969
C -1.0591 2.9221 -1.2373
C -2.3645 2.4909 -1.2463
C -3.4457 3.5064 -1.2096
C -4.2952 3.6325 -2.3064
C -5.2982 4.5887 -2.2991
C -5.4733 5.3998 -1.1832
I -6.9807 6.8226 -1.1687
C -4.6442 5.2594 -0.0768
C -3.6256 4.3190 -0.0934
C -2.8037 1.1073 -1.1707
C -4.1587 0.7320 -0.8506
C -4.1714 -0.6169 -0.7564
C -2.8156 -1.0593 -0.9903
N -2.0114 0.0407 -1.2550
C -2.3906 -2.3679 -0.9389
C -1.0175 -2.8313 -1.0463
C -0.6165 -4.1859 -0.7583
C 0.7333 -4.2157 -0.8473
C 1.1521 -2.8704 -1.1647
N 0.0363 -2.0572 -1.2956
C -3.3983 -3.4191 -0.6580
C -3.6775 -4.3811 -1.6269
C -4.6204 -5.3643 -1.3750
C -5.2616 -5.4089 -0.1413
I -6.6505 -6.8980 0.2455
C -4.9704 -4.4646 0.8355
C -4.0461 -3.4648 0.5739
C -0.6297 4.2931 -1.0813
C 0.7202 4.2654 -1.0058
N 2.1152 -0.0048 -1.2893
H 4.7812 -6.0238 -2.9235
H 3.0399 -4.2845 -3.0134
H 4.1794 -2.9495 0.9056
H 5.8744 -4.7294 1.0140
H 5.1049 -1.3114 -0.6989
H 5.1111 1.3554 -0.6868
H 4.3226 3.1010 -2.9704
H 6.0415 4.8581 -2.8131
H 4.7376 5.7826 1.1639
H 2.9818 4.0651 0.9924
H -4.1706 2.9940 -3.1729
H -5.9434 4.6981 -3.1598
H -4.7921 5.8794 0.7967
H -2.9800 4.2086 0.7695
H -4.9827 1.4127 -0.7169
H -5.0119 -1.2535 -0.5391
H -1.2783 -4.9933 -0.4932
H 1.3900 -5.0485 -0.6590
H -3.1725 -4.3565 -2.5852
H -4.8540 -6.0948 -2.1371
H -5.4621 -4.5058 1.7977
H -3.8187 -2.7275 1.3343
H -1.2744 5.1534 -1.0216
H 1.3882 5.1000 -0.8775
C 0.6484 -2.3355 2.3496
N 0.2619 -1.1303 3.0460
C -0.0025 -1.2626 4.4742
C 0.1264 0.0833 5.1497
C -0.7921 1.0590 4.4507
N -0.5056 1.0777 3.0208
C -0.9534 2.2426 2.2938
C -0.0477 -0.0094 2.3258
O 0.0930 0.0310 1.0916
H 1.4847 -2.8108 2.8663
H 0.9469 -2.0743 1.3416
H -0.1738 -3.0586 2.3028
H 0.7141 -1.9756 4.8834
H -1.0036 -1.6791 4.6417
H 1.1582 0.4324 5.0719
H -0.1281 0.0081 6.2061
H -0.6512 2.0702 4.8348
H -1.8410 0.7902 4.6267
H -0.5608 3.1489 2.7600
H -2.0483 2.3103 2.2868
H -0.5934 2.1766 1.2737
```

Results
HOMO (spin up / spin down)   -12.683 / -12.683 eV
Net charge   +2
Orbital gap (spin up / spin down)   0.1607 / 0.1605 Eh
E_LUMO (spin up / spin down)   -8.31 / -8.32 eV
Relative energy (zero: lowest compared OMol25 entry of this formula, charge and spin)   10.08 kcal/mol

Charge distribution, Löwdin scheme, values in e:
1 Pb 1.412
2 I 0.961
3 C -0.734
4 C -0.123
5 C -0.016
6 C -0.219
7 C -0.033
8 C -0.124
9 C -0.002
10 C -0.179
11 C 0.042
12 C 0.059
13 C -0.205
14 C 0.005
15 C -0.228
16 C -0.017
17 C -0.124
18 C -0.735
19 I 0.956
20 C -0.125
21 C -0.030
22 C -0.185
23 N -0.002
24 C -0.227
25 C -0.005
26 C -0.224
27 C -0.018
28 C -0.123
29 C -0.736
30 I 0.956
31 C -0.124
32 C -0.028
33 C -0.190
34 C 0.045
35 C 0.055
36 C -0.202
37 N 0.006
38 C 0.006
39 C -0.188
40 C 0.039
41 C 0.052
42 C -0.233
43 N 0.001
44 C -0.226
45 C -0.022
46 C -0.123
47 C -0.736
48 I 0.956
49 C -0.126
50 C -0.028
51 C 0.054
52 C 0.044
53 N 0.005
54 H 0.104
55 H 0.130
56 H 0.128
57 H 0.104
58 H 0.121
59 H 0.134
60 H 0.130
61 H 0.104
62 H 0.103
63 H 0.130
64 H 0.131
65 H 0.104
66 H 0.103
67 H 0.118
68 H 0.129
69 H 0.129
70 H 0.128
71 H 0.134
72 H 0.131
73 H 0.104
74 H 0.103
75 H 0.128
76 H 0.130
77 H 0.125
78 C -0.030
79 N -0.081
80 C -0.154
81 C -0.148
82 C -0.155
83 N -0.082
84 C -0.036
85 C -0.462
86 O -0.016
87 H 0.096
88 H 0.058
89 H 0.097
90 H 0.125
91 H 0.132
92 H 0.127
93 H 0.126
94 H 0.125
95 H 0.132
96 H 0.097
97 H 0.094
98 H 0.056

# 2
Here is 3 unconnected molecules or ions with the total composition C22H35F3N2O7P2S2 at a distorted geometry from the OMol25 dataset. Energies are from ωB97M-V with the def2-TZVPD basis set.

```
73
C22H35F3N2O7P2S2 (ωB97M-V with the def2-TZVPD basis set)
C 5.5239 4.9655 -2.2366
C 4.4485 3.7823 -1.9779
O 3.3578 4.0953 -1.4468
N 4.8490 2.4502 -2.4427
C 4.5349 2.1901 -3.8800
C 4.4762 1.3614 -1.5432
C 3.1044 0.6642 -1.4210
P 1.6443 1.2421 -2.4661
O 1.4965 0.4851 -3.8017
C 2.8418 -0.5461 -0.4439
C 1.4356 -1.3060 -0.3552
C 0.3241 -0.5518 0.5239
O -0.9693 -0.9047 -0.0699
C 0.2451 -1.0997 2.0437
F 1.2976 -0.5221 2.8178
F 0.2234 -2.5131 2.1297
F -0.9880 -0.5981 2.5702
C 3.9957 -1.0950 0.4728
P 3.8355 -2.5560 1.6447
S 4.0632 -4.1796 0.5424
C 5.3467 -0.3566 0.3747
C 5.6048 0.8311 -0.5896
C 7.1058 1.3338 -0.4104
O 7.5436 2.4059 -0.8622
N 7.7518 0.2277 0.3219
S 7.9674 -0.9183 -1.0146
C 6.7366 -0.5363 1.1229
O 7.0076 -1.1327 2.1814
H 6.2301 4.6094 -3.0813
H 6.2081 5.1277 -1.3285
H 5.0392 5.9222 -2.6188
H 5.3907 2.6669 -4.4934
H 4.6022 1.0650 -4.0966
H 3.5151 2.5758 -4.2180
H 1.7631 2.6671 -2.7128
H 0.4790 1.1229 -1.6070
H 1.0468 -1.4081 -1.4406
H 1.5697 -2.3798 0.0214
H 0.3677 0.5880 0.4749
H -0.8676 -1.7698 -0.5423
H 2.6389 -2.5728 2.4241
H 4.9717 -2.5082 2.5201
H 9.3501 -1.0298 -1.1477
C -2.8572 -3.7360 2.1252
C -3.4869 -2.5087 1.4890
O -4.2182 -2.7947 0.3012
C -5.3198 -3.6831 0.4330
C -6.3933 -3.1863 1.3856
H -2.2179 -4.2566 1.4060
H -2.2530 -3.4496 2.9893
H -3.6120 -4.4484 2.4648
H -2.6909 -1.8161 1.2030
H -4.1188 -1.9730 2.2048
H -4.9702 -4.6808 0.7213
H -5.7560 -3.7868 -0.5641
H -6.0193 -3.1018 2.4083
H -7.2435 -3.8735 1.3968
H -6.7458 -2.1966 1.0838
C -7.3863 2.7703 -0.1437
C -6.5940 2.8332 1.1509
O -6.3714 1.5620 1.7446
C -5.6394 0.6225 0.9704
C -4.2382 1.0877 0.6141
H -8.3392 2.2571 0.0138
H -7.5873 3.7776 -0.5169
H -6.8476 2.2255 -0.9218
H -7.1605 3.4188 1.8803
H -5.6436 3.3568 1.0064
H -6.2035 0.3496 0.0714
H -5.5637 -0.2861 1.5725
H -4.2552 1.9747 -0.0234
H -3.6989 0.3015 0.0786
H -3.6778 1.3455 1.5173
```

Results
HOMO   -8.901 eV
SMILES   CC(=O)N(C)c1c([PH2]=O)c(C[C@@H](O)C(F)(F)F)c([PH2]=S)c2c1C(=O)N(S)C2=O.CCOCC.CCOCC
Net charge   0
Orbital gap   0.2591 Eh
E_LUMO   -1.85 eV

Charge distribution, Löwdin scheme, values in e:
1 C -0.006
2 C -0.373
3 O 0.034
4 N -0.117
5 C -0.062
6 C -0.098
7 C -0.136
8 P 0.760
9 O -0.473
10 C -0.098
11 C -0.114
12 C -0.217
13 O -0.070
14 C -0.347
15 F 0.052
16 F 0.068
17 F 0.065
18 C -0.244
19 P 0.396
20 S 0.091
21 C -0.056
22 C 0.022
23 C -0.426
24 O 0.085
25 N -0.287
26 S 0.901
27 C -0.421
28 O 0.070
29 H 0.083
30 H 0.096
31 H 0.087
32 H 0.106
33 H 0.119
34 H 0.086
35 H 0.026
36 H 0.022
37 H 0.136
38 H 0.100
39 H 0.157
40 H 0.120
41 H -0.024
42 H -0.009
43 H -0.083
44 C -0.074
45 C -0.288
46 O -0.163
47 C -0.273
48 C -0.076
49 H 0.084
50 H 0.073
51 H 0.068
52 H 0.078
53 H 0.104
54 H 0.106
55 H 0.118
56 H 0.071
57 H 0.079
58 H 0.067
59 C -0.083
60 C -0.281
61 O -0.157
62 C -0.276
63 C -0.069
64 H 0.082
65 H 0.076
66 H 0.065
67 H 0.118
68 H 0.105
69 H 0.111
70 H 0.093
71 H 0.067
72 H 0.068
73 H 0.086

# 3
Here is a gas-phase ion, C2HClNO3S (charge -1) at a distorted geometry from the OMol25 dataset. Energies are from ωB97M-V with the def2-TZVPD basis set.

```
9
C2HClNO3S (ωB97M-V with the def2-TZVPD basis set)
N -2.4295 1.2498 -0.0213
C -1.2608 1.2129 -0.0334
C 0.0623 0.9144 0.0995
Cl 1.3122 1.4100 -0.9515
S 0.3778 -1.2241 -0.0363
O 0.5587 -1.4979 -1.4201
O 1.7120 -1.2540 0.6259
O -0.7069 -1.8383 0.7045
H 0.3742 1.0273 1.0328
```

Results
HOMO   -5.482 eV
SMILES   N#C[C@H](Cl)S(=O)(=O)[O-]
Net charge   -1
Orbital gap   0.3291 Eh
E_LUMO   3.47 eV
Relative energy (zero: lowest compared OMol25 entry of this formula, charge and spin)   18.56 kcal/mol

Charge distribution, Löwdin scheme, values in e:
1 N 0.137
2 C -0.335
3 C -0.752
4 Cl 0.645
5 S 0.429
6 O -0.365
7 O -0.418
8 O -0.358
9 H 0.018